5 unconnected molecules or ions with the total composition C14H26Br6O6S3 in a non-equilibrium geometry. Source: the Open Molecules 2025 dataset; level of theory: ωB97M-V with the def2-TZVPD basis set.

Positions of all 55 atoms, in Å:
C -0.461 -4.768 9.017
Br 0.826 -6.069 8.106
Br 0.577 -3.671 10.284
Br -1.892 -5.764 9.996
H -0.933 -4.058 8.338
C -1.572 2.213 5.199
Br -2.180 3.190 3.544
Br -2.828 2.414 6.783
Br 0.310 2.744 5.705
H -1.574 1.153 4.944
C -4.736 -3.166 -0.610
C -3.983 -1.873 -0.148
C -2.463 -2.147 -0.301
S -2.231 -3.807 0.450
O -2.438 -3.821 1.921
O -1.154 -4.596 -0.212
C -3.809 -4.367 -0.301
H -4.949 -3.150 -1.679
H -5.712 -3.261 -0.133
H -4.212 -1.581 0.877
H -4.281 -0.962 -0.666
H -1.727 -1.461 0.116
H -2.250 -2.419 -1.335
H -4.156 -5.003 0.514
H -3.542 -4.951 -1.181
C -1.818 6.877 -3.865
C -2.687 6.524 -5.042
C -2.228 5.058 -5.534
S -0.407 4.939 -5.144
O 0.284 5.187 -6.411
O -0.091 3.820 -4.265
C -0.345 6.491 -4.197
H -2.094 6.441 -2.905
H -1.804 7.959 -3.734
H -2.646 7.295 -5.811
H -3.717 6.588 -4.689
H -2.405 4.607 -6.510
H -2.611 4.294 -4.857
H 0.196 7.144 -4.882
H 0.242 6.315 -3.296
C 5.743 -1.768 -1.196
C 5.644 -3.132 -0.521
C 5.601 -3.124 0.981
S 5.236 -1.462 1.491
O 6.146 -1.126 2.550
O 3.770 -1.279 1.596
C 5.644 -0.595 -0.125
H 4.853 -1.579 -1.796
H 6.659 -1.750 -1.786
H 6.411 -3.840 -0.835
H 4.719 -3.626 -0.818
H 6.621 -3.312 1.318
H 4.945 -3.815 1.509
H 6.619 -0.107 -0.097
H 4.890 0.156 -0.359

Summary:
Energy = -479981.0004 eV
Orbital gap = 9.53 eV
HOMO level = -10.20 eV
LUMO level = -0.672 eV
Relative energy (zero: lowest compared OMol25 entry of this formula, charge and spin) = 64.1 kcal/mol